Entry w
# C5H10NO

An isolated ion of composition C5H10NO and charge +1 (the ωB97M-V functional and the def2-TZVPD basis, OMol25).

Last columns: bonded neighbours and bond lengths (Å).
Positions of all 17 atoms, in Å:
1 N 1.367 -1.490 0.706  C2 1.505, H8 1.039, H9 1.093, H10 1.063
2 C -0.121 -1.376 0.900  N1 1.505, C3 1.363, H11 1.097
3 C -0.947 -0.806 -0.024  C2 1.363, C4 1.585, H12 1.116
4 C -0.958 0.279 -1.180  C3 1.585, C5 1.528, H13 1.150, H14 1.115
5 C -0.557 1.687 -0.744  C4 1.528, C6 1.538, H15 1.132, H16 1.075
6 C 0.474 1.534 0.387  C5 1.538, O7 1.243, H17 1.044
7 O 1.716 1.472 0.394  C6 1.243
8 H 1.739 -2.459 0.723  N1 1.039
9 H 1.919 -0.973 1.495  N1 1.093
10 H 1.869 -1.022 -0.105  N1 1.063
11 H -0.415 -1.898 1.818  C2 1.097
12 H -1.794 -1.518 -0.172  C3 1.116
13 H -2.064 0.490 -1.413  C4 1.150
14 H -0.698 -0.205 -2.151  C4 1.115
15 H -1.427 2.280 -0.328  C5 1.132
16 H -0.063 2.187 -1.557  C5 1.075
17 H -0.040 1.819 1.250  C6 1.044

For the HOMO energy, the calculation gives -13.83 eV. The frontier orbital gap is 9.641 eV. As for the SMILES: [NH3+]/C=C\CCC=O. As for the charge: +1. The LUMO energy is -4.19 eV.

***

Entry x
# C5H10NO

An isolated ion of composition C5H10NO and charge +1 (the ωB97M-V functional and the def2-TZVPD basis, OMol25).

Last columns: bonded neighbours and bond lengths (Å).
Positions of all 17 atoms, in Å:
1 C 0.840 1.067 -0.982  C2 1.500, H8 1.067, H9 1.088
2 C 1.683 0.952 0.255  C1 1.500, N6 1.354, H10 1.153, H11 1.191
3 C -0.035 -0.467 0.152  C4 1.492, C5 1.471, N6 1.361
4 C -0.442 -1.751 -0.487  C3 1.492, H12 1.080, H13 1.139, H14 1.042
5 C -1.057 0.236 0.945  C3 1.471, H15 1.072, H16 1.111, H17 1.148
6 N 1.295 -0.336 0.409  C2 1.354, C3 1.361, O7 1.190
7 O 2.025 -1.275 0.431  N6 1.190
8 H 0.212 1.926 -1.064  C1 1.067
9 H 1.163 0.500 -1.852  C1 1.088
10 H 2.796 1.214 0.399  C2 1.153
11 H 1.208 1.753 0.997  C2 1.191
12 H 0.414 -2.033 -1.081  C4 1.080
13 H -1.335 -1.723 -1.194  C4 1.139
14 H -0.415 -2.571 0.156  C4 1.042
15 H -1.618 -0.479 1.514  C5 1.072
16 H -1.800 0.896 0.449  C5 1.111
17 H -0.744 0.895 1.830  C5 1.148

For the HOMO energy, the calculation gives -15.04 eV. The frontier orbital gap is 9.082 eV. As for the charge: +1. The LUMO energy is -5.95 eV.

***

Entry y
# C5H10NO

A 2-piece molecular cluster, C5H10NO overall (the ωB97M-V functional and the def2-TZVPD basis, OMol25).

Last columns: bonded neighbours and bond lengths (Å).
Positions of all 17 atoms, in Å:
1 O 1.728 -0.068 0.188  C2 1.198
2 C 0.737 -0.072 -0.484  O1 1.198, C3 1.456, H8 1.097
3 C -0.463 0.709 -0.221  C2 1.456, C4 1.445, H9 1.088
4 C -1.688 0.224 -0.814  C3 1.445, C5 1.568, H10 1.088, H11 1.092
5 C -2.374 -0.714 0.240  C4 1.568, C6 1.321, H12 1.082
6 C -3.687 -0.830 0.333  C5 1.321, H13 1.084, H14 1.080
7 N 5.029 0.379 0.680  H15 1.003, H16 1.003, H17 1.006
8 H 0.661 -0.742 -1.348  C2 1.097
9 H -0.463 1.560 0.458  C3 1.088
10 H -1.510 -0.366 -1.710  C4 1.088
11 H -2.386 1.047 -0.981  C4 1.092
12 H -1.683 -1.248 0.879  C5 1.082
13 H -4.323 -0.224 -0.301  C6 1.084
14 H -4.174 -1.535 0.990  C6 1.080
15 H 5.363 0.946 -0.077  N7 1.003
16 H 5.173 0.820 1.569  N7 1.003
17 H 4.061 0.114 0.599  N7 1.006

For the HOMO energy, the calculation gives -12.09 eV. The frontier orbital gap is 3.375 eV. As for the charge: +1. The LUMO energy is -8.71 eV.

***

Top of the stability list: entry w, leading by 33.1 kcal/mol.

***

Entry w
# C4H4N2S

One molecule with the formula C4H4N2S (the ωB97M-V functional and the def2-TZVPD basis, OMol25).

Last columns: bonded neighbours and bond lengths (Å).
Positions of all 11 atoms, in Å:
1 C -0.066 -1.619 -1.431  C2 1.502, H8 1.073, H9 1.103, H10 1.079
2 C -0.256 -0.879 -0.137  C1 1.502, N3 1.319, C6 1.495
3 N -1.068 -1.295 0.816  C2 1.319, N4 1.423
4 N -1.127 -0.262 1.793  N3 1.423, C5 1.319
5 C -0.284 0.712 1.512  N4 1.319, C6 1.521, H11 1.034
6 C 0.345 0.459 0.150  C2 1.495, C5 1.521, S7 1.651
7 S 1.079 1.417 -0.978  C6 1.651
8 H -0.576 -2.563 -1.397  C1 1.073
9 H 1.018 -1.773 -1.563  C1 1.103
10 H -0.471 -1.070 -2.267  C1 1.079
11 H -0.292 1.598 2.046  C5 1.034

For the HOMO energy, the calculation gives -9.63 eV. The frontier orbital gap is 7.097 eV. As for the SMILES: CC1=NN=CC1=S. The LUMO energy is -2.53 eV.

***

Entry x
# C4H4N2S

One molecule with the formula C4H4N2S (the ωB97M-V functional and the def2-TZVPD basis, OMol25).

Last columns: bonded neighbours and bond lengths (Å).
Positions of all 11 atoms, in Å:
1 H 0.189 1.148 1.943  N2 1.027
2 N -0.790 0.998 1.669  H1 1.027, C3 1.256
3 C -1.060 -0.059 1.045  N2 1.256, C4 1.602, C6 1.661
4 C -2.514 -0.719 1.173  C3 1.602, S5 1.594, H9 1.288
5 S -4.084 -0.772 0.903  C4 1.594
6 C 0.305 -0.570 0.250  C3 1.661, C7 1.454, H10 1.084, H11 1.103
7 C -0.262 -1.082 -0.986  C6 1.454, N8 1.133
8 N -0.991 -1.495 -1.749  C7 1.133
9 H -2.154 -1.700 1.925  C4 1.288
10 H 0.606 -1.513 0.692  C6 1.084
11 H 1.139 0.143 0.134  C6 1.103

For the HOMO energy, the calculation gives -9.05 eV. The frontier orbital gap is 8.256 eV. As for the SMILES: [H]/N=C(/C=S)CC#N. The LUMO energy is -0.80 eV.

***

Top of the stability list: entry w, leading by 35.6 kcal/mol.